(1)
This record from the Open Molecules 2025 dataset describes a single C8H9NO4 molecule. The level of theory is the ωB97M-V functional and the def2-TZVPD basis.

Structure (SMILES): C[C@]12O[C@H]1C=C[C@]1(C)O[C@]21[N+](=O)[O-]
E_tot, eV: -18115.120
Highest occupied orbital energy, eV: -9.722
Total charge: 0

XYZ file:
```
22
C8H9NO4 (the ωB97M-V functional and the def2-TZVPD basis)
O -0.64754 -1.67111 1.07689
O 0.37777 0.94711 -1.15136
O 2.94078 0.36113 -0.64145
O 2.49025 -0.65304 1.19495
N 2.19531 -0.04261 0.19342
C -1.61241 1.22606 0.31926
C 0.49964 2.55304 0.75061
C -0.13432 1.33977 0.11087
C 0.58495 0.00461 -0.17796
C 0.65483 -2.38525 -1.12212
C -0.08654 -1.25783 -0.16629
C -2.29839 0.04864 0.31657
C -1.55032 -1.21268 0.05188
H 0.04182 3.41918 0.14579
H 1.66300 -2.38114 -0.55947
H 0.23311 2.56546 1.75411
H 0.04861 -3.33481 -1.03984
H -2.11783 2.11737 0.65964
H -3.37244 -0.10858 0.17138
H 1.56500 2.43365 0.37410
H 0.70782 -1.84267 -2.00588
H -2.18313 -2.12631 -0.25509
```

=====

(2)
This record from the Open Molecules 2025 dataset describes a gas-phase ion, C3H6N3O4 (charge +1). The level of theory is the ωB97M-V functional and the def2-TZVPD basis.

Structure (SMILES): CC([NH3+])=C([N+](=O)[O-])[N+](=O)[O-]
E_tot, eV: -15853.007
Highest occupied orbital energy, eV: -15.587
Total charge: +1

XYZ file:
```
16
C3H6N3O4 (the ωB97M-V functional and the def2-TZVPD basis)
O 2.09692 0.57463 -1.05364
O -0.67162 0.64519 2.40573
O 2.72663 1.02469 0.95536
O 1.28524 -0.29570 2.47740
N -0.04476 -0.28995 -1.78958
N 0.36961 0.26399 1.96132
N 1.92455 0.68562 0.14864
C -1.65464 -0.51838 0.20721
C 0.58173 0.36966 0.47166
C -0.42329 -0.05436 -0.38466
H -0.51539 -1.10476 -2.08751
H 1.00134 -0.13762 -1.96053
H -0.37965 0.56449 -2.35434
H -1.58144 -0.78981 1.18401
H -2.44313 0.22194 0.18994
H -2.27210 -1.15964 -0.37103
```

=====

(3)
This record from the Open Molecules 2025 dataset describes 2 unconnected molecules or ions with the total composition C14H16. The level of theory is the ωB97M-V functional and the def2-TZVPD basis.

Structure (SMILES): Cc1ccccc1.Cc1ccccc1
E_tot, eV: -14776.615
Highest occupied orbital energy, eV: -8.918
Total charge: 0

XYZ file:
```
30
C14H16 (the ωB97M-V functional and the def2-TZVPD basis)
C -0.47750 -1.79949 3.04363
C 1.96782 -1.33881 2.72995
C -2.09092 1.68661 -1.85725
C -1.84090 -2.08554 1.08535
C 0.50383 -1.94953 0.83647
C -1.45533 2.91788 -1.67736
C -0.75085 -2.02129 0.23544
C -1.33364 0.58034 -2.15825
C -1.72060 -2.03484 2.47163
C 2.21641 1.91457 -2.00649
C -0.07808 2.95875 -1.65647
C 0.70588 1.82470 -1.91573
C 0.62245 -1.69679 2.17968
C 0.05812 0.61740 -2.15088
H 2.54508 2.41863 -1.11649
H 2.59692 0.90253 -1.85554
H 2.57243 -2.22933 2.95431
H 0.69548 -0.25435 -2.23581
H -2.06727 3.76106 -1.38470
H 2.55282 2.34696 -2.94019
H -2.86883 -1.99389 0.74358
H 1.95891 -0.97284 3.75776
H 0.48585 3.87530 -1.77213
H 1.38282 -2.07241 0.25588
H -2.51991 -2.46810 3.06252
H -0.98756 -2.02008 -0.81549
H -0.24391 -1.57755 4.06399
H -3.17040 1.70255 -1.84863
H 2.50032 -0.58233 2.16214
H -1.75942 -0.41010 -2.19091
```

=====

(4)
This record from the Open Molecules 2025 dataset describes 16 unconnected molecules or ions with the total composition C54H108NO16. The level of theory is the ωB97M-V functional and the def2-TZVPD basis.

E_tot, eV: -91997.914
Highest occupied orbital energy, eV: -2.049
Total charge: -1

XYZ file:
```
179
C54H108NO16 (the ωB97M-V functional and the def2-TZVPD basis)
O 11.59188 1.93524 -14.71599
O 5.23444 10.34570 -21.38649
O 6.82171 11.87024 -18.60377
O 6.02514 3.91666 -18.03517
O 12.81256 6.49163 -19.03875
O 9.59600 12.08289 -15.14696
O 13.09172 8.24462 -22.74219
O 14.50651 8.92952 -13.21475
O 13.88360 1.35029 -20.78775
O 15.58457 3.76947 -12.97126
O 6.83796 2.47650 -22.82533
O 7.00800 6.91024 -13.77718
O 8.31108 11.54875 -23.59730
O 8.70557 -0.21491 -17.22921
O 16.84315 4.83596 -18.04412
O 13.76440 13.88921 -19.76747
N 11.81965 7.10796 -18.27167
C 11.23271 13.75574 -15.52424
C 4.99842 4.38737 -15.92221
C 13.64324 2.99074 -19.10158
C 10.17542 6.94054 -16.49918
C 16.99172 3.90650 -17.30214
C 14.32532 2.36192 -20.28494
C 8.32020 13.93253 -23.55454
C 15.81665 3.30751 -16.56922
C 6.64002 5.99169 -17.05913
C 6.53648 10.68486 -16.57106
C 8.10948 6.55427 -13.41532
C 6.05713 13.18624 -16.76836
C 10.38114 0.93388 -18.48964
C 12.59347 9.25687 -23.16881
C 14.40108 12.40536 -17.97155
C 14.42249 12.95970 -19.37483
C 13.01192 0.27459 -15.65262
C 12.66298 10.42596 -13.34171
C 10.14227 5.27340 -18.37940
C 8.47349 12.55160 -22.94672
C 6.73797 4.40494 -21.44512
C 6.39309 2.01768 -20.54143
C 15.56768 3.03161 -20.81641
C 10.47025 9.09546 -17.72515
C 8.98456 7.58142 -12.70336
C 13.93825 5.36067 -13.57662
C 12.55133 9.28126 -19.05632
C 6.48152 11.92678 -17.44667
C 5.88985 4.69522 -17.11376
C 7.35246 9.43856 -20.75022
C 12.01259 9.30354 -24.57802
C 11.02965 6.17608 -17.52588
C 5.84702 9.49484 -20.78194
C 8.97520 12.44110 -21.51754
C 9.96010 12.61267 -17.45603
C 12.60545 10.57701 -22.42483
C 15.26408 12.14780 -20.32980
C 12.15160 0.87447 -14.56636
C 8.53025 2.12794 -17.09452
C 11.35524 8.38403 -18.77242
C 6.66835 2.92839 -21.71332
C 8.63830 5.14887 -13.58683
C 11.89512 5.30008 -16.62238
C 15.65841 5.82474 -11.74884
C 9.46443 8.18602 -17.02146
C 18.36510 3.40209 -16.92777
C 9.17716 0.84518 -17.57781
C 12.01887 0.14289 -13.24104
C 13.72944 9.52651 -13.91972
C 10.20027 12.73839 -15.96360
C 15.17774 4.90349 -12.84416
C 10.53840 8.22096 -20.04446
C 13.78094 9.47294 -15.42775
C 5.11967 8.39346 -20.03736
H 8.13353 12.29325 -20.84246
H 5.89040 14.01111 -17.45879
H 10.84145 14.77171 -15.62089
H 13.75800 2.32921 -18.24242
H 9.18376 14.54152 -23.29190
H 14.89753 11.11880 -20.35239
H 15.33422 11.96705 -17.63076
H 9.65173 11.59097 -21.59375
H 9.43385 5.76845 -19.04958
H 8.78789 8.58426 -13.07202
H 10.55785 -0.00234 -19.00886
H 8.67157 7.88924 -17.71283
H 11.07745 -0.39230 -13.15610
H 11.23313 1.29950 -17.91455
H 15.12976 12.51219 -21.34925
H 19.03196 3.30262 -17.78342
H 7.45339 4.60309 -20.64460
H 9.58948 4.51479 -17.82034
H 13.63879 1.01042 -16.15098
H 7.65614 1.93622 -16.47958
H 18.83832 4.05694 -16.19406
H 10.90986 12.29706 -17.89252
H 12.95754 10.47833 -21.40264
H 6.82355 13.48251 -16.04446
H 5.35274 8.44270 -18.97437
H 7.96398 4.47839 -13.05275
H 9.23221 2.71461 -16.49433
H 10.74006 7.17734 -15.59232
H 8.26956 2.71416 -17.97495
H 11.34762 10.16297 -24.67204
H 10.18965 1.71242 -19.23341
H 15.46099 2.36178 -16.98391
H 11.57388 10.93563 -22.44029
H 7.67503 8.43409 -21.02838
H 12.82927 9.34053 -25.29890
H 11.44388 8.39742 -24.78060
H 12.90312 -0.47937 -13.10162
H 14.98565 4.00847 -16.59758
H 12.31269 10.31853 -19.32136
H 5.34512 2.10916 -20.25477
H 7.72544 10.10438 -21.52505
H 13.57352 11.69711 -17.88196
H 12.16804 13.66533 -16.07596
H 14.05458 3.97290 -18.86129
H 12.67338 10.28625 -12.25861
H 9.63196 13.59418 -17.80257
H 15.76660 6.82499 -12.17252
H 14.22172 6.08613 -14.34094
H 15.99675 2.45469 -21.63522
H 9.63809 5.04697 -13.16998
H 7.18272 6.13030 -16.12648
H 6.53107 10.90225 -15.50394
H 12.49486 5.88980 -15.92807
H 13.45011 4.51959 -14.07150
H 13.30922 8.53107 -15.74046
H 11.37983 4.60933 -15.93790
H 10.02468 7.28251 -12.84241
H 12.93748 11.45922 -13.55660
H 7.47632 10.19652 -16.82112
H 9.56022 13.32057 -21.24993
H 8.75274 7.56558 -11.63614
H 9.62129 7.63880 -19.92435
H 11.06181 9.58836 -16.94851
H 15.25745 3.99862 -21.22041
H 12.57233 3.13351 -19.24055
H 12.35520 -0.17483 -16.40161
H 10.22757 9.20426 -20.42664
H 14.12116 13.19849 -17.27152
H 13.19242 5.71101 -12.86169
H 16.32801 3.17828 -20.05270
H 16.32534 12.20049 -20.08864
H 7.36619 6.02040 -17.86970
H 9.86238 9.81331 -18.28890
H 13.17382 8.98867 -19.90772
H 13.23169 11.28268 -22.97493
H 7.38247 14.35721 -23.19883
H 12.07946 0.91221 -12.47047
H 9.02638 8.69368 -16.15916
H 5.86931 6.75586 -17.18936
H 3.95534 4.25196 -16.19813
H 6.63006 0.99646 -20.83126
H 11.65656 10.18922 -13.68584
H 7.03431 4.96389 -22.33192
H 16.60394 5.44923 -11.36105
H 7.00858 2.30037 -19.69097
H 11.08580 7.66706 -20.81012
H 14.80206 9.45601 -15.79864
H 5.75893 4.79453 -21.15623
H 5.45888 7.45030 -20.46856
H 12.52232 4.60546 -17.18581
H 9.20696 11.87000 -17.69679
H 5.09322 5.24373 -15.25122
H 9.33562 6.32669 -16.14885
H 10.75990 4.69780 -19.07997
H 13.63720 -0.52387 -15.25526
H 13.11418 10.24099 -15.81639
H 5.67800 10.04605 -16.78202
H 4.04442 8.50064 -20.16592
H 11.49183 13.67948 -14.46718
H 18.31940 2.42315 -16.44459
H 8.67957 4.89588 -14.64547
H 16.08236 3.01307 -15.55068
H 8.32950 13.80430 -24.63622
H 14.91825 5.83922 -10.95013
H 5.17041 13.02964 -16.15010
H 5.39399 3.50666 -15.41726
H 13.25449 9.16812 -18.22683
H 7.75352 9.74896 -19.78691
```

=====

(5)
This record from the Open Molecules 2025 dataset describes 2 unconnected molecules or ions with the total composition C3H12N3P. The level of theory is the ωB97M-V functional and the def2-TZVPD basis.

E_tot, eV: -17059.794
Highest occupied orbital energy, eV: -7.652
Total charge: 0

XYZ file:
```
19
C3H12N3P (the ωB97M-V functional and the def2-TZVPD basis)
P 1.25087 -1.04772 -0.92903
N -0.06848 1.07641 -1.79336
N 0.50176 0.51851 -0.74859
N -0.85741 -0.38868 0.38436
C -0.79603 0.49405 1.60690
C 2.20526 -1.17940 0.76676
C -1.99922 -0.38278 -0.37784
H -1.14194 -0.02208 2.41846
H 0.18679 0.66362 1.94692
H 1.66955 -1.40785 1.67869
H 2.46789 -0.47078 -1.43768
H -0.39492 2.03695 -1.72732
H 2.67372 -0.15539 0.75629
H 2.86277 -2.09676 0.59618
H -2.30989 -1.39229 -0.78272
H -2.98852 0.13853 -0.05331
H -1.67868 0.11030 -1.38911
H -1.45040 1.31863 1.46594
H 0.14170 0.92539 -2.79544
```

=====

(6)
This record from the Open Molecules 2025 dataset describes a molecular structure, C20H40N7O3PS2Ti. The level of theory is the ωB97M-V functional and the def2-TZVPD basis.

2S+1: 3
E_tot, eV: -92040.532
Highest occupied orbital energy (alpha / beta), eV: -4.560 / -5.967
Total charge: 0

XYZ file:
```
74
C20H40N7O3PS2Ti (the ωB97M-V functional and the def2-TZVPD basis)
Ti 0.24204 0.17559 0.08846
S 2.27765 1.44359 -0.39843
S 2.10966 -1.43053 1.00191
P -0.06722 -2.47484 -0.66452
O 1.00078 -3.12016 -1.68349
O -0.18677 -3.62532 0.47317
O -1.48373 -2.77273 -1.39946
N -3.38700 1.01088 -0.89442
N -0.59337 1.73311 -3.71830
N 0.51029 0.85998 2.33327
N -0.78111 3.96052 -1.44531
N -0.33814 0.33463 -1.97859
N -1.80033 -0.53032 1.36814
N -0.62884 2.20298 -0.07125
C -3.30397 -4.27464 -1.78632
C -0.73997 3.35941 0.66975
C -0.62951 2.59606 -1.35841
C -0.50627 1.62359 -2.35122
C 0.87376 -4.48444 0.93075
C -0.66655 0.68509 3.18032
C 3.65235 -0.70222 0.56180
C 5.00758 1.16452 -0.41188
C 3.71495 0.50573 -0.01998
C 2.47441 -2.73346 -3.53631
C -3.58900 1.08416 0.54324
C -1.35386 -0.60526 2.76850
C -0.45645 0.44882 -4.22552
C -1.81773 -4.05607 -1.94582
C 0.28062 -5.83868 1.24169
C -3.24242 -0.24564 1.19203
C 4.87624 -1.53125 0.87723
C -0.32908 -0.37857 -3.16378
C 2.20095 -2.41627 -2.08702
C -0.82784 4.43998 -0.14118
H -0.42109 0.65837 4.24732
H -3.52069 1.91044 -1.33752
H -0.47813 2.57421 -4.25188
H 1.66901 -2.38155 -4.18129
H 4.58599 -2.45449 1.37545
H -0.25404 -1.45070 -3.18047
H 1.63908 -4.54704 0.15744
H -0.76346 3.34862 1.74700
H -3.67486 -1.04732 0.58641
H 2.59699 -3.80673 -3.68518
H 0.87397 1.80672 2.32604
H 5.56738 -1.00281 1.53874
H 3.39576 -2.23671 -3.84558
H -3.73133 -0.29839 2.17028
H -2.93528 1.85955 0.94216
H -0.57057 4.52120 -2.25015
H 1.06025 -6.51529 1.59493
H -0.92977 5.48679 0.08098
H -1.63809 -1.43460 0.94652
H -3.86217 -3.47834 -2.27970
H 5.87633 0.60983 -0.05814
H 5.43131 -1.80027 -0.02609
H -4.61832 1.34462 0.83294
H -2.19527 -0.81173 3.43893
H -3.60257 -5.22732 -2.22579
H -1.25141 -4.83318 -1.42923
H -1.52301 -4.06217 -2.99788
H 2.07866 -1.34452 -1.91165
H -0.48189 0.24036 -5.27994
H -3.57224 -4.28407 -0.72939
H -1.35138 1.52216 3.02114
H -4.02904 0.35338 -1.32058
H 3.00680 -2.76002 -1.43810
H 1.26999 0.24346 2.61400
H -0.64648 -1.43360 2.86050
H 5.08126 1.25513 -1.49919
H 1.32514 -4.02532 1.80890
H -0.47970 -5.75897 2.01941
H -0.17787 -6.28021 0.35581
H 5.05997 2.17858 -0.00952
```

=====

(7)
This record from the Open Molecules 2025 dataset describes 2 unconnected molecules or ions with the total composition C14H21ClN4O3. The level of theory is the ωB97M-V functional and the def2-TZVPD basis.

Structure (SMILES): CNC(=O)[C@H](CC(N)=O)NC(C)=O.NCc1ccc(Cl)cc1
E_tot, eV: -39485.590
Highest occupied orbital energy, eV: -9.021
Total charge: 0

XYZ file:
```
43
C14H21ClN4O3 (the ωB97M-V functional and the def2-TZVPD basis)
Cl -1.22282 0.18961 1.28712
O 1.60583 -1.71972 1.62363
O 4.78365 -1.70136 0.04516
O 1.85360 -2.83674 -3.20425
N 3.98162 -3.18063 -1.43328
N 2.79054 -0.81496 -2.82511
N 2.37376 0.31200 1.41756
N -6.78383 3.15303 3.53701
C 4.84394 -4.29614 -1.05130
C -3.62711 2.83496 3.15261
C -5.87864 3.84180 2.61192
C 4.00239 -1.97313 -0.86050
C -3.65889 1.31443 0.81060
C 3.04546 -0.86900 -1.37072
C 2.12350 -1.40579 -5.07140
C 1.70385 -0.86375 -0.61315
C -2.56297 1.23373 1.67282
C -2.55138 1.99226 2.84587
C -4.72833 2.92639 2.28635
C -4.73754 2.15330 1.11498
C 1.88906 -0.79043 0.89370
C 2.24554 -1.75073 -3.60564
H 1.15078 -1.77678 -0.83656
H 2.51031 0.28109 2.41200
H 4.65474 -5.15313 -1.69885
H 3.07495 0.02998 -3.29252
H 3.26271 -3.34589 -2.13023
H 3.09797 -1.12303 -5.46519
H -6.26323 2.71806 4.29890
H 1.10300 -0.01220 -0.92843
H 1.42010 -0.58396 -5.19033
H -5.58864 2.19868 0.44163
H -1.70111 1.91952 3.51664
H -3.67072 0.71504 -0.09416
H 5.89102 -4.00044 -1.13612
H -7.50226 3.78248 3.89268
H -5.49805 4.76181 3.06951
H 1.75422 -2.27855 -5.60918
H 3.55196 0.06155 -1.11498
H 4.64285 -4.57583 -0.01535
H 2.63744 1.09032 0.84992
H -3.60324 3.41931 4.06765
H -6.41607 4.12285 1.69898
```